1.
21
Properties=species:S:1:pos:R:3:forces:R:3 method="wB97M-V/def2-TZVPD" smiles="C=C(C)C(C)(C)NO" largest_force_ev_per_a=4.99 orbital_gap_ev=10.246
H -1.6948 1.7668 -0.3159 -1.125 0.572 0.153
H 0.9746 -2.1131 0.7234 -0.105 -0.151 0.568
C 1.9297 0.5887 -0.7789 -0.359 0.151 0.001
H 2.7401 0.0085 -1.1250 1.614 0.675 -0.386
C 1.0184 -0.2001 -0.3024 -1.394 -3.433 -0.272
H -0.4905 1.5815 -1.6259 -0.430 0.025 1.412
H -1.6370 0.1320 1.5369 -1.932 -0.469 0.561
H -1.1949 -0.4488 -1.6457 -0.174 0.170 -1.272
C 1.2300 -1.7118 -0.2393 4.742 1.170 1.033
H 0.6416 -2.2086 -0.9254 -0.973 -1.102 -1.670
C -0.6667 1.5969 -0.4914 0.141 -1.401 -2.268
H -3.2318 -1.2551 -0.5302 0.803 0.286 0.154
H 2.4428 -1.9405 -0.3813 -3.269 0.377 0.157
H -0.3744 0.9574 2.1962 0.696 -1.113 -1.452
O -2.7398 -0.4184 -0.4419 0.614 0.354 -0.086
N -1.3445 -0.7311 -0.7077 0.360 -0.908 1.330
H -0.0778 2.4032 -0.1571 0.709 0.799 0.973
H -0.2833 -0.8385 1.9137 0.507 -1.051 0.602
H 1.6497 1.6112 -0.8620 0.887 0.716 -0.511
C -0.5925 0.0754 1.4954 -0.741 2.126 1.529
C -0.3722 0.1745 0.0329 -0.571 2.208 -0.556



2.
13
Properties=species:S:1:pos:R:3:forces:R:3 method="wB97M-V/def2-TZVPD" total_charge=+1 largest_force_ev_per_a=4.17 orbital_gap_ev="8.028 / 8.089"
H -2.0543 0.9301 -1.0114 0.034 -0.112 -0.195
H -1.1336 -0.6372 1.5156 0.109 0.032 -0.034
C 1.0373 0.4307 -0.0628 0.375 -1.444 -0.005
H 2.7816 -0.6044 0.9602 -0.066 0.001 0.009
C 0.9328 -0.9170 -0.1707 -3.909 1.363 -0.510
C 2.2971 -0.4270 0.0010 1.097 0.316 0.089
C -1.6851 -0.5846 0.5853 -0.442 0.444 1.400
H -0.0407 2.3234 -0.3380 -0.037 0.125 0.039
C -1.2560 0.4551 -0.4512 -0.149 0.911 0.370
H -2.7442 -0.8190 0.6846 0.040 0.074 -0.170
C -0.0325 1.2471 -0.2578 -0.203 -0.583 -0.020
N -1.0987 -0.9588 -0.6214 3.241 -1.172 -0.920
H 2.9962 -0.4383 -0.8334 -0.090 0.043 -0.055



3.
24
Properties=species:S:1:pos:R:3:forces:R:3 method="wB97M-V/def2-TZVPD" total_charge=+1 smiles="C=C=C(C)[N@+]12C[C@H]1[C@]1(C)CN12" largest_force_ev_per_a=4.89 orbital_gap_ev=11.131
H -3.1568 1.4715 -2.0773 0.540 -0.323 1.360
H 0.0462 -0.6359 -1.8863 -0.097 0.370 0.162
C 0.3044 0.9598 1.5472 -2.237 0.021 -2.970
H -0.6042 1.4781 1.8679 0.804 0.329 0.252
H -3.2048 -1.3025 1.1514 -1.930 0.251 2.409
C -2.1915 0.7981 -0.3044 -0.465 -0.430 -0.188
C 0.6245 1.0836 0.0307 -0.565 2.353 0.875
C 1.6476 0.0608 -0.3463 -0.293 0.876 -1.214
H 3.6073 -0.8150 -0.2216 -0.389 -0.431 0.274
C -2.4785 -1.4782 0.4679 1.960 1.404 -2.958
C 0.9052 -0.8715 -1.2777 1.987 -0.009 0.441
N 0.7760 -0.9936 0.2032 -0.149 -1.959 0.120
C 3.1328 0.1641 -0.1690 -0.187 -1.620 -1.435
H -3.8246 2.2444 -0.5441 1.752 -1.334 -0.144
H -2.9405 -1.5228 -0.5057 -0.590 -0.656 -0.187
N -0.2350 -0.0026 0.5117 0.076 -0.875 0.492
H -1.9088 -2.3348 0.5811 0.994 -1.730 0.651
H 0.2255 1.9301 -0.6296 0.664 -1.238 1.268
H 3.4814 0.5936 0.7198 0.086 0.899 1.348
C -3.0385 1.4917 -0.9490 -3.232 3.053 -2.036
C -1.6410 -0.2426 0.2219 0.677 0.755 0.415
H 1.6148 -1.5712 -1.7285 -0.631 -0.277 0.375
H 3.6139 0.6107 -1.0181 -0.094 0.884 -0.423
H 0.9002 0.4497 2.2304 1.317 -0.315 1.112



4.
23
Properties=species:S:1:pos:R:3:forces:R:3 method="wB97M-V/def2-TZVPD" largest_force_ev_per_a=3.59 orbital_gap_ev="6.818 / 7.652"
H 1.3283 -1.9629 -1.7164 -0.051 0.202 0.331
H -1.6584 0.6353 -1.3296 0.236 -0.064 -0.176
H 0.7434 0.4451 2.1542 0.014 -0.071 0.031
C 0.3814 0.9017 -0.6978 -1.340 -0.038 -2.710
C -0.2943 0.4219 2.4756 0.196 0.168 -0.023
C 0.5590 -1.3346 -2.1614 0.263 -0.862 -1.165
O 0.4191 2.0556 -1.4738 0.072 -0.246 0.294
H 2.1233 1.3052 0.4676 -0.083 -0.172 -0.103
H 1.2903 2.1396 -1.8821 -0.029 0.093 0.159
C -0.9927 -0.8311 0.2465 -0.090 -0.404 -0.661
H -1.8619 -1.4650 0.0299 0.059 -0.032 0.189
H -0.3941 -0.3081 3.2929 0.039 -0.053 -0.085
O -2.5298 0.2740 1.7957 -0.499 -0.277 -0.109
H -0.2727 -1.9370 -2.5211 -0.072 0.227 -0.004
H 0.9635 -0.6425 -2.8959 -0.175 0.019 0.039
H 1.7406 -0.4216 0.3561 0.032 0.006 -0.052
H -0.0968 -1.4989 0.2457 -0.672 0.512 0.573
C -0.8053 0.1735 -0.8441 3.168 1.108 1.263
C 1.7479 0.5139 -0.1974 -0.513 0.212 0.753
H 2.4676 0.4175 -1.0150 -0.224 0.003 -0.177
H -0.5219 1.4004 2.9143 -0.043 -0.113 -0.128
H -3.1043 -0.3956 1.3963 0.117 0.246 0.000
C -1.2322 0.1134 1.3598 -0.403 -0.464 1.760



5.
20
Properties=species:S:1:pos:R:3:forces:R:3 method="wB97M-V/def2-TZVPD" largest_force_ev_per_a=1.98 orbital_gap_ev=9.125
C -0.7086 1.4753 -0.5356 0.907 -0.762 1.230
C 0.2106 -0.8650 0.0647 -1.324 -0.307 -1.033
H -1.5194 -1.7234 0.9612 -0.201 0.285 0.044
H 0.1238 -0.2966 2.6776 0.037 0.063 -0.049
H 2.7078 -0.1759 -0.0428 -0.019 -0.073 -0.045
H -1.3597 0.3377 -2.0189 0.083 0.076 -0.051
C -0.3011 0.4377 1.9896 -0.234 0.077 -0.153
H -1.3900 0.2874 1.9870 -0.017 0.012 -0.030
C -0.9017 -1.6823 0.0779 1.197 -0.381 0.758
H -0.8554 -2.6078 -0.4757 -0.038 -0.026 -0.207
O 1.0753 -1.0835 -0.9775 0.018 0.056 0.162
C 2.2671 -0.3061 -1.0317 0.009 0.043 0.170
H -0.1014 1.4361 2.3814 -0.008 -0.059 0.034
H 0.0907 1.8512 -1.1669 -0.142 0.073 0.136
N 0.3214 0.3243 0.6810 -0.122 1.067 -0.563
H -1.0572 2.1366 0.2523 0.169 -0.037 -0.016
N -1.6808 0.7574 -1.1536 -0.606 -1.751 0.703
H -1.9525 -0.1398 -0.5506 0.342 1.638 -1.028
H 2.0777 0.6882 -1.4411 0.028 -0.044 -0.057
H 2.9533 -0.8515 -1.6782 -0.078 0.051 -0.006



6.
19
Properties=species:S:1:pos:R:3:forces:R:3 method="wB97M-V/def2-TZVPD" largest_force_ev_per_a=7.19 orbital_gap_ev=6.841
H -0.1506 -1.6290 0.7961 -1.473 -0.621 0.163
O -0.3033 -0.3620 2.9624 -1.775 1.706 -1.818
N 0.4828 0.6384 -1.5993 -0.708 2.822 4.623
H -1.9772 -1.3468 -2.2051 -0.257 -0.131 0.001
H -0.1346 1.4345 0.2261 -2.742 1.597 1.465
H 0.6856 -1.4169 2.5006 0.488 -0.496 -2.954
H -0.4255 -1.4440 -1.8738 0.425 -1.246 -0.157
H 1.5039 1.8130 -0.3197 2.289 2.216 0.194
H -1.5078 0.9981 -0.9803 0.629 -0.389 -0.256
C 0.8921 1.0089 -0.2175 0.724 -5.329 -4.770
H -1.3513 0.7006 -2.7021 0.903 -0.377 0.538
H 1.9180 0.2396 1.6747 -0.001 0.987 -0.893
H -0.6595 1.9484 0.7668 0.567 -0.782 -0.762
C 0.3291 -0.9720 1.4804 3.153 -1.418 0.851
N -1.2936 -1.1215 -1.4938 0.630 2.028 -0.061
C -0.9057 0.3752 -1.7189 -1.828 -1.040 -0.344
C 1.3528 -0.0860 0.7771 -0.288 1.002 2.054
H 2.0837 -0.6066 0.1873 0.090 -0.820 -0.231
H -0.5390 -0.1719 1.7390 -0.827 0.292 2.357



Relative energy (zero: lowest compared OMol25 entry of this formula, charge and spin) (computed, kJ/mol): 408.6 596.5 640.2 577.1 380.6 1187.7